# 1
ORCA calculation (the ωB97M-V functional and the def2-TZVPD basis) on C36H37NP2Pd as an isolated structure at a distorted geometry.

Element x y z (Å)
Pd  1.428697  1.437811  -4.175732
C  2.295403  2.816064  -5.487443
C  1.541403  3.562729  -4.564414
C  0.239237  4.205969  -4.985791
C  -0.792115  3.176948  -5.524536
C  -0.518184  1.776503  -5.043281
C  0.280396  0.869545  -5.757362
C  0.997988  1.241575  -7.017575
C  1.834123  2.531891  -6.889212
C  -1.814689  -0.025299  -0.150663
H  3.377224  2.734740  -5.311865
H  2.022831  4.037879  -3.692849
H  0.358525  4.982700  -5.764594
H  -0.200671  4.731808  -4.130223
H  -1.794891  3.458482  -5.149757
H  -0.844278  3.229624  -6.633659
H  -1.307495  1.353021  -4.393783
H  -0.030950  -0.166518  -5.606102
H  0.305311  1.261251  -7.873061
H  1.710272  0.440193  -7.237774
H  2.725763  2.411279  -7.514352
H  1.293981  3.388876  -7.284400
H  -1.104933  -0.735459  -0.581927
H  -2.509452  -0.564258  0.503312
H  -1.313309  0.769270  0.407969
P  0.461851  2.762905  -1.788121
P  -2.728209  0.657021  -1.508608
C  -1.229025  3.075908  -1.548011
C  -2.253163  2.257489  -1.975313
C  1.429011  3.826327  -0.772584
C  1.597716  5.227180  -0.855839
C  2.137615  5.876576  0.253026
C  2.556844  5.137071  1.365017
C  2.566908  3.734569  1.352842
C  2.028188  3.072286  0.267064
C  3.548683  1.191214  -3.354026
C  4.180440  -0.006908  -3.610799
C  5.598103  -0.013968  -3.698056
C  6.336481  1.101877  -3.273861
C  5.653701  2.170240  -2.692077
C  4.240162  2.201998  -2.713117
C  -4.426666  0.825455  -0.810607
C  -4.570053  1.680354  0.301241
C  -5.778173  1.757584  0.999229
C  -6.875075  0.997369  0.576074
C  -6.772533  0.209745  -0.576700
C  -5.548434  0.104849  -1.252867
C  -2.794051  -0.432722  -2.923242
C  -1.941826  -1.544966  -3.000067
C  -2.035335  -2.392892  -4.097672
C  -2.883522  -2.085757  -5.157431
C  -3.648991  -0.922050  -5.116681
C  -3.625637  -0.092302  -4.001685
H  -1.482550  4.104662  -1.289761
H  -3.041703  2.708192  -2.568730
H  1.314407  5.767103  -1.759648
H  2.214349  6.965235  0.262689
H  2.895364  5.647561  2.261150
H  2.974172  3.158373  2.182683
H  2.029429  1.986181  0.179136
H  3.625520  -0.932605  -3.791963
H  6.129608  -0.889804  -4.093647
H  7.428786  1.143084  -3.378659
H  6.198881  3.017185  -2.264884
H  3.708592  3.033341  -2.253907
H  -3.721055  2.273064  0.651034
H  -5.866915  2.390431  1.887645
H  -7.809195  1.007639  1.142453
H  -7.640553  -0.347246  -0.946707
H  -5.452387  -0.559967  -2.113063
H  -1.194779  -1.724200  -2.226808
H  -1.427330  -3.291391  -4.123437
H  -2.946877  -2.751514  -6.017568
H  -4.294001  -0.660937  -5.945173
H  -4.235940  0.811366  -3.955912
N  1.138752  -0.681216  -1.837211
C  1.270337  0.051428  -2.744181

Forces on atoms 1 to 3 (eV/Å):
2.5905 0.4905 4.1880
0.7974 0.9093 0.2399
0.8427 1.0504 -1.0637

The multiplicity is 3. The value obtained for the total energy is -2259.0805 a.u. As for the energy above the lowest of the compared OMol25 structures with the same formula, charge and spin: 0.000 eV. The largest force on an atom comes out at 4.9 eV Å⁻¹. The calculation puts the HOMO energy (spin up / spin down) at -4.55 / -7.20 eV. The value obtained for the gap between HOMO and LUMO (spin up / spin down) is 4.9 / 6.4 eV. Its net charge is 0.

Atom charges from the Löwdin analysis, given in e for atoms 1 to 6: Pd 0.849; C -0.247; C -0.249; C -0.191; C -0.173; C -0.232

# 2
ORCA calculation (the ωB97M-V functional and the def2-TZVPD basis) on C36H37NP2PdS as an isolated structure at a distorted geometry.

Element x y z (Å)
Pd  -0.326628  0.973102  0.415576
C  -2.528047  1.111676  -2.406699
C  -2.214858  -0.240623  -2.294570
C  -1.148184  -0.879888  -3.173366
C  0.153913  -0.113041  -3.242745
C  0.679749  0.536275  -1.975115
C  0.154746  1.663759  -1.380928
C  -0.488272  2.666983  -2.347359
C  -1.741836  2.123103  -3.081397
C  1.720358  0.149706  2.244796
H  -3.582138  1.432361  -2.227589
H  -3.081156  -0.948976  -2.174277
H  -1.529082  -1.046029  -4.202376
H  -1.011708  -1.902584  -2.806746
H  0.915987  -0.850866  -3.585284
H  0.088049  0.672747  -4.017241
H  1.749335  0.269189  -1.798048
H  0.549612  2.173321  -0.426329
H  0.258119  2.938305  -3.121801
H  -0.725353  3.597587  -1.813448
H  -2.406490  2.978640  -3.240985
H  -1.463501  1.733996  -4.079131
H  1.285020  1.159892  2.465419
H  2.732834  0.244878  2.658404
H  1.163963  -0.689888  2.716677
P  -1.567606  -0.994450  -0.206339
P  2.308493  -0.236243  0.598695
C  0.067993  -1.915883  -0.399283
C  1.380055  -1.552939  -0.242011
C  -2.355164  -2.341748  0.818328
C  -2.761486  -3.441000  0.071018
C  -3.633511  -4.385705  0.622852
C  -3.963612  -4.264489  1.985412
C  -3.395275  -3.275656  2.812835
C  -2.584029  -2.302438  2.205846
C  -2.988806  0.281016  0.127494
C  -2.735125  1.660086  0.285619
C  -3.714421  2.654752  0.355831
C  -5.044798  2.270954  0.135249
C  -5.374735  0.915349  -0.020326
C  -4.361222  -0.052658  0.095212
C  3.784733  -1.228110  1.094996
C  3.504301  -2.431406  1.777100
C  4.560036  -3.156697  2.345742
C  5.865204  -2.656760  2.271753
C  6.122727  -1.445727  1.638058
C  5.085091  -0.713246  1.078450
C  3.050505  1.379497  0.078104
C  2.542185  2.571271  0.633034
C  2.926396  3.794015  0.076019
C  4.018024  3.852311  -0.810515
C  4.612552  2.682977  -1.277472
C  4.060877  1.453460  -0.904228
H  -0.092678  -2.973237  -0.669290
H  2.081849  -2.278481  -0.693186
H  -2.404607  -3.471024  -0.949936
H  -4.008855  -5.175626  -0.032737
H  -4.675002  -4.987058  2.397697
H  -3.623987  -3.274762  3.896557
H  -2.174978  -1.493206  2.798824
H  -1.682041  2.085235  0.302993
H  -3.473176  3.701921  0.630193
H  -5.856797  2.980912  0.200802
H  -6.411997  0.562079  -0.138327
H  -4.599282  -1.128382  0.160828
H  2.470072  -2.794967  1.877624
H  4.356311  -4.116707  2.823406
H  6.693293  -3.238645  2.676191
H  7.127601  -1.051340  1.550157
H  5.274803  0.269293  0.660745
H  1.802048  2.558970  1.429576
H  2.370632  4.709165  0.348374
H  4.428006  4.804181  -1.145313
H  5.485130  2.697381  -1.904775
H  4.421502  0.544732  -1.387632
S  -3.082674  1.577736  4.644861
C  -1.921810  1.371248  3.520243
N  -1.117200  1.246390  2.649234

Forces on atoms 1 to 3 (eV/Å):
0.0495 -1.8084 2.5444
-2.1809 -1.1896 0.2631
-0.3245 -1.8549 -1.0328

The multiplicity is 3. The value obtained for the total energy is -2657.1329 a.u. As for the energy above the lowest of the compared OMol25 structures with the same formula, charge and spin: 5.996 eV. The largest force on an atom comes out at 3.1 eV Å⁻¹. The calculation puts the HOMO energy (spin up / spin down) at -5.67 / -6.76 eV. The value obtained for the gap between HOMO and LUMO (spin up / spin down) is 5.1 / 5.5 eV. Its net charge is 0.

Atom charges from the Löwdin analysis, given in e for atoms 1 to 6: Pd 0.494; C -0.103; C -0.254; C -0.218; C -0.183; C -0.167

# 3
ORCA calculation (the ωB97M-V functional and the def2-TZVPD basis) on a 2-piece molecular cluster, C36H38BF3O4 overall at a distorted geometry.

Element x y z (Å)
C  -3.404171  -3.531729  -2.180839
O  -4.106347  -2.300996  -1.846535
C  -3.340906  -1.276779  -1.384329
C  -4.012573  -0.110327  -0.951691
C  -3.293123  0.886712  -0.355647
C  -1.880407  0.776107  -0.164159
C  -1.276794  1.778291  0.618681
C  0.118640  1.913917  0.855477
C  0.709312  3.216333  0.848302
C  2.089555  3.321626  1.003097
C  2.842640  2.165894  1.346471
O  4.100212  2.440926  1.785028
C  4.263912  3.903577  1.747343
C  2.979663  4.511803  1.166122
C  2.289181  0.871662  1.366558
C  0.934209  0.768454  1.124766
C  -1.201147  -0.327195  -0.786264
C  -1.921927  -1.349941  -1.361281
H  -4.216205  -4.238056  -2.373590
H  -2.782805  -3.396143  -3.077705
H  -2.777194  -3.873203  -1.341346
H  -5.087625  -0.058725  -1.087617
H  -3.782422  1.790878  0.015581
H  -1.931593  2.599132  0.926217
H  0.097889  4.112662  0.705087
H  4.450597  4.259181  2.770493
H  5.152881  4.119913  1.138918
H  3.214179  5.010879  0.220881
H  2.551398  5.258185  1.839528
H  2.932045  0.027641  1.595250
H  0.458643  -0.210880  1.156798
H  -0.116063  -0.400650  -0.796942
H  -1.421858  -2.229873  -1.777113
C  -0.492984  -3.334564  10.013614
C  -0.896118  -4.059916  8.738705
C  -0.285446  -5.445779  8.676570
C  -2.449018  -4.245907  8.693971
O  -3.088701  -3.014559  8.422023
B  -2.583910  -2.222552  7.361505
C  -3.198395  -2.690714  5.925683
C  -4.373682  -3.419551  5.899079
C  -4.930953  -3.785848  4.674700
C  -4.269756  -3.442159  3.504327
C  -4.823898  -3.956378  2.196210
F  -4.090842  -3.574654  1.115584
F  -4.872702  -5.326213  2.174789
F  -6.100805  -3.524652  1.958704
C  -3.117994  -2.648296  3.522501
C  -2.555816  -2.325947  4.759822
C  -3.161240  -0.587245  7.498688
C  -2.401737  -0.089104  8.696421
C  -4.654592  -0.617918  7.635112
C  -5.447786  -0.003721  6.656655
C  -6.840605  -0.044347  6.725321
C  -7.459985  -0.709062  7.793462
C  -6.683484  -1.278472  8.813905
C  -5.286803  -1.251798  8.715767
O  -1.170773  -2.091915  7.281246
C  -0.399447  -3.248142  7.496098
H  -0.967143  -2.343647  10.050930
H  -0.803578  -3.919011  10.888270
H  0.596830  -3.208922  10.031616
H  -0.625562  -5.915335  7.747790
H  0.808746  -5.396741  8.673574
H  -0.621662  -6.054905  9.523645
H  -2.693563  -4.984052  7.898327
H  -2.824992  -4.587004  9.674461
H  -4.880288  -3.728723  6.813434
H  -5.864635  -4.341540  4.663438
H  -2.650075  -2.298381  2.608162
H  -1.598313  -1.801555  4.783523
H  -2.890793  -0.083398  6.562724
H  -1.334508  -0.017265  8.474242
H  -2.755800  0.901710  8.982953
H  -2.510774  -0.737604  9.566551
H  -4.944999  0.506286  5.837899
H  -7.424090  0.450245  5.944428
H  -8.552387  -0.768194  7.833124
H  -7.155258  -1.745712  9.687234
H  -4.694537  -1.741635  9.485582
H  0.638080  -2.907703  7.656772
H  -0.450893  -3.894614  6.595567

Forces on atoms 1 to 3 (eV/Å):
-0.3617 0.0421 0.0787
1.5204 1.1003 0.5053
-0.5195 -1.1275 -0.4496

The value obtained for the total energy is -2019.9709 a.u. As for the energy above the lowest of the compared OMol25 structures with the same formula, charge and spin: 0.000 eV. The largest force on an atom comes out at 2.7 eV Å⁻¹. The calculation puts the HOMO energy at -5.75 eV. The value obtained for the gap between HOMO and LUMO is 2.3 eV. Its net charge is 0.

Atom charges from the Löwdin analysis, given in e for atoms 1 to 6: C -0.035; O -0.039; C -0.211; C 0.037; C 0.013; C -0.188